Formula: C36H36BrLaN9O2SbSe5
Source: the Open Molecules 2025 dataset
Level of theory: ωB97M-V/def2-TZVPD

```
! wB97M-V def2-TZVPD RIJCOSX def2/J DEFGRID3
* xyz -2 1
La -1.78 0.18 0.09
O 0.67 1.70 3.23
C 1.88 1.12 3.43
C 2.71 1.42 4.56
C 3.90 0.79 4.79
C 4.38 -0.18 3.88
C 3.58 -0.47 2.84
C 2.31 0.07 2.60
C 1.56 -0.55 1.39
O 0.26 -0.13 1.16
N 2.55 -0.26 0.32
N 2.36 -0.86 -0.86
C 2.79 -0.30 -1.94
C 2.50 -0.81 -3.25
Br 1.78 -2.62 -3.50
C 2.55 -0.12 -4.42
C 2.15 -0.60 -5.74
C 3.03 -0.99 -6.75
C 2.54 -1.58 -7.94
C 1.17 -1.79 -8.16
C 0.29 -1.32 -7.20
C 0.77 -0.69 -6.03
H 0.25 1.16 2.55
H 2.42 2.24 5.21
H 4.49 1.11 5.66
H 5.37 -0.58 4.00
H 3.89 -1.20 2.10
H 1.59 -1.64 1.51
H 2.77 0.77 0.28
H 3.32 0.65 -2.06
H 3.08 0.85 -4.32
H 4.14 -0.92 -6.64
H 3.29 -1.94 -8.60
H 0.86 -2.34 -9.03
H -0.78 -1.46 -7.34
H 0.05 -0.38 -5.26
Se -2.06 1.02 -4.28
Sb -3.57 -0.11 -2.72
Se -2.49 -2.06 -1.81
Se -4.43 0.89 -0.50
Se -5.86 -0.41 -3.63
Se 2.80 -6.01 0.21
N 2.22 -4.96 1.54
C 1.24 -5.64 2.14
C 0.23 -5.09 3.04
C -0.66 -5.95 3.59
C -0.70 -7.34 3.29
C 0.08 -7.87 2.33
C 1.08 -7.00 1.74
N 1.79 -7.41 0.70
H 0.16 -4.00 3.15
H -1.37 -5.57 4.28
H -1.32 -7.98 3.87
H 0.06 -8.90 1.99
C -3.12 -1.32 2.19
C -3.51 -0.13 2.79
C -4.88 0.23 2.83
C -5.35 1.22 3.65
C -4.41 2.01 4.39
C -3.06 1.83 4.16
C -2.61 0.84 3.32
C -4.92 2.91 5.37
N -5.43 3.60 6.14
H -3.85 -1.86 1.60
H -2.17 -1.77 2.48
H -5.58 -0.40 2.29
H -6.41 1.33 3.73
H -2.33 2.42 4.77
H -1.50 0.68 3.34
C -0.56 3.24 0.51
N -1.16 2.69 -0.68
C -0.06 2.28 -1.58
N 0.78 3.42 -1.96
C 1.33 4.01 -0.71
N 0.31 4.42 0.21
C -0.60 5.40 -0.40
N -1.13 4.87 -1.65
C -1.99 3.70 -1.37
C -0.07 4.43 -2.53
H 0.16 2.52 0.95
H -1.30 3.52 1.26
H -0.47 1.88 -2.52
H 0.55 1.48 -1.16
H 1.93 4.89 -1.01
H 1.95 3.30 -0.20
H -0.01 6.29 -0.64
H -1.39 5.67 0.24
H -2.32 3.26 -2.31
H -2.80 3.87 -0.70
H 0.53 5.29 -2.84
H -0.51 4.02 -3.46
*
```

Properties
ΔE to the lowest compared entry with this formula, charge and spin: 179.84 kJ/mol
E_HOMO: -1.9 eV
DFT total energy: -459595.5446 eV
LUMO: 2.3 eV
orbital gap: 4.2006 eV

Formula: C5H8BrN
Source: the Open Molecules 2025 dataset
Level of theory: ωB97M-V/def2-TZVPD

```
! wB97M-V def2-TZVPD RIJCOSX def2/J DEFGRID3
* xyz 0 3
C 0.66 -0.99 -0.36
C 0.94 -2.28 -0.35
C -0.56 -0.32 0.32
C -0.07 1.15 0.44
C 0.77 1.28 -0.82
N 1.56 0.04 -0.95
Br 3.15 0.15 0.20
H 1.94 -2.57 -0.78
H 0.23 -3.08 -0.11
H -1.37 -0.25 -0.35
H -0.82 -0.69 1.31
H -0.79 2.02 0.36
H 0.57 1.07 1.36
H 0.17 1.35 -1.71
H 1.31 2.30 -0.81
*
```

Properties
ΔE to the lowest compared entry with this formula, charge and spin: 0.00 kJ/mol
E_HOMO (alpha / beta): -6.3 / -9.1 eV
DFT total energy: -76842.3153 eV
LUMO (alpha / beta): 0.9 / -2.5 eV
orbital gap (alpha / beta): 7.1758 / 6.6132 eV

Formula: C35H75N3O8S
Source: the Open Molecules 2025 dataset
Level of theory: ωB97M-V/def2-TZVPD

```
! wB97M-V def2-TZVPD RIJCOSX def2/J DEFGRID3
* xyz 0 1
C 5.49 -0.94 4.48
C 4.68 0.32 4.87
C 5.55 1.55 5.17
C 5.20 2.77 4.34
N 5.45 2.58 2.89
C 4.25 2.61 2.11
C 3.81 1.49 1.47
O 4.53 0.32 1.57
C 2.60 1.47 0.67
O 2.21 0.33 0.03
C 2.20 -0.86 0.83
C 0.83 -1.55 0.90
C 0.23 -1.37 2.32
C 1.87 2.60 0.50
C 0.64 2.71 -0.35
C -0.61 3.09 0.48
C -1.65 1.95 0.59
C -2.30 1.92 1.98
C 2.34 3.79 1.14
N 1.78 5.00 1.05
S 2.66 6.03 1.89
N 3.82 5.01 2.44
C 3.51 3.83 1.94
H 5.04 -1.44 3.63
H 5.55 -1.60 5.34
H 6.48 -0.64 4.17
H 4.07 0.07 5.74
H 4.00 0.59 4.07
H 5.35 1.84 6.21
H 6.62 1.33 5.13
H 5.83 3.58 4.70
H 4.17 3.05 4.56
H 6.07 3.32 2.58
H 5.46 0.56 1.48
H 2.91 -1.55 0.37
H 2.56 -0.71 1.84
H 0.14 -1.21 0.13
H 1.03 -2.61 0.80
H 0.75 -2.06 2.98
H 0.49 -0.36 2.64
H -0.84 -1.51 2.34
H 0.48 1.83 -0.95
H 0.83 3.54 -1.03
H -0.32 3.38 1.48
H -1.09 3.96 0.05
H -1.15 1.01 0.35
H -2.42 2.14 -0.15
H -2.14 2.84 2.54
H -3.37 1.74 1.93
H -1.86 1.09 2.55
C -4.28 1.62 -3.72
C -4.94 1.90 -2.38
C -6.20 2.73 -2.54
O -4.02 2.56 -1.50
H -3.98 2.56 -4.20
H -3.37 1.02 -3.59
H -4.94 1.09 -4.39
H -5.19 0.95 -1.89
H -5.96 3.70 -2.99
H -6.66 2.92 -1.57
H -6.92 2.23 -3.18
H -3.79 3.40 -1.91
C -2.88 -0.51 -8.01
C -3.45 -1.36 -6.88
C -4.14 -2.60 -7.43
O -4.36 -0.59 -6.11
H -3.68 -0.17 -8.67
H -2.39 0.37 -7.61
H -2.15 -1.07 -8.60
H -2.65 -1.66 -6.21
H -4.98 -2.33 -8.07
H -4.55 -3.20 -6.61
H -3.45 -3.22 -8.00
H -5.08 -0.32 -6.68
C 5.45 6.91 6.37
C 6.17 5.87 7.21
C 7.14 6.52 8.18
O 6.86 4.96 6.35
H 6.17 7.49 5.77
H 4.76 6.43 5.67
H 4.89 7.61 6.99
H 5.44 5.28 7.76
H 7.91 7.08 7.64
H 7.65 5.75 8.77
H 6.63 7.20 8.86
H 7.52 5.46 5.85
C 2.17 -6.81 -1.23
C 2.09 -5.93 0.01
C 2.65 -6.64 1.23
O 0.74 -5.54 0.24
H 1.58 -7.72 -1.09
H 1.77 -6.28 -2.10
H 3.20 -7.09 -1.45
H 2.64 -5.00 -0.16
H 2.07 -7.54 1.44
H 2.58 -5.99 2.11
H 3.69 -6.92 1.09
H 0.22 -6.33 0.40
C -4.14 -4.50 -11.30
C -4.73 -5.35 -10.18
C -5.39 -6.60 -10.73
O -5.67 -4.58 -9.43
H -4.93 -4.17 -11.98
H -3.67 -3.60 -10.89
H -3.40 -5.05 -11.87
H -3.94 -5.63 -9.49
H -6.22 -6.34 -11.39
H -5.81 -7.20 -9.91
H -4.68 -7.22 -11.28
H -6.38 -4.32 -10.02
C -4.74 -2.09 5.24
C -3.86 -0.90 4.86
C -4.69 0.35 4.58
O -3.08 -1.20 3.71
H -5.42 -2.33 4.42
H -4.12 -2.97 5.42
H -5.33 -1.88 6.13
H -3.16 -0.70 5.67
H -5.36 0.17 3.74
H -4.03 1.17 4.31
H -5.30 0.65 5.44
H -3.69 -1.37 2.98
*
```

Properties
E_HOMO: -8.0 eV
DFT total energy: -69195.7768 eV
LUMO: 0.1 eV
orbital gap: 8.0161 eV

Formula: C20H35NO17
Source: the Open Molecules 2025 dataset
Level of theory: ωB97M-V/def2-TZVPD

```
! wB97M-V def2-TZVPD RIJCOSX def2/J DEFGRID3
* xyz 0 1
C 3.85 5.95 2.78
C 3.90 5.75 3.96
N 4.12 5.25 5.22
C 3.56 3.96 5.49
O 2.66 3.81 6.26
O 4.23 2.92 4.95
C 4.19 2.75 3.56
C 3.24 2.08 2.94
H 3.73 6.27 1.77
H 3.70 5.87 5.91
H 4.98 3.24 3.00
H 2.34 1.71 3.41
H 3.37 1.89 1.89
C -0.29 -0.65 -0.89
O 0.58 -0.48 -2.01
C 1.40 0.56 -1.92
O 1.46 1.34 -1.00
O 2.15 0.60 -3.02
C 3.09 1.68 -3.05
H -0.90 -1.52 -1.09
H 0.28 -0.81 0.02
H -0.94 0.22 -0.77
H 3.79 1.61 -2.22
H 2.57 2.64 -3.01
H 3.62 1.59 -3.99
C -6.08 -3.63 -0.13
O -6.35 -2.54 -1.02
C -5.35 -1.68 -1.14
O -4.29 -1.75 -0.59
O -5.74 -0.70 -1.97
C -4.75 0.31 -2.18
H -6.97 -4.25 -0.13
H -5.23 -4.21 -0.49
H -5.88 -3.27 0.88
H -3.85 -0.12 -2.63
H -4.49 0.80 -1.25
H -5.19 1.02 -2.86
C 8.07 2.91 -1.91
O 7.34 2.99 -0.68
C 8.05 2.63 0.39
O 9.19 2.27 0.39
O 7.27 2.75 1.46
C 7.90 2.40 2.70
H 7.38 3.23 -2.69
H 8.93 3.57 -1.89
H 8.39 1.89 -2.10
H 8.75 3.04 2.90
H 8.21 1.35 2.69
H 7.15 2.54 3.47
C -5.66 -0.37 5.31
O -4.33 -0.52 4.83
C -4.18 -1.49 3.92
O -5.06 -2.20 3.50
O -2.90 -1.52 3.55
C -2.61 -2.53 2.57
H -5.63 0.44 6.03
H -6.34 -0.11 4.50
H -6.00 -1.29 5.80
H -3.19 -2.35 1.66
H -2.83 -3.52 2.96
H -1.55 -2.45 2.35
C -5.42 -3.23 -4.15
O -4.09 -3.36 -4.65
C -3.93 -4.34 -5.54
O -4.79 -5.08 -5.93
O -2.66 -4.35 -5.92
C -2.34 -5.36 -6.88
H -5.41 -2.40 -3.45
H -6.12 -3.00 -4.95
H -5.73 -4.14 -3.64
H -2.92 -5.22 -7.79
H -2.54 -6.35 -6.48
H -1.29 -5.25 -7.10
*
```

Properties
E_HOMO: -9.5 eV
DFT total energy: -57601.9762 eV
LUMO: 0.5 eV
structure (SMILES): C#CNC(=O)OC=C.COC(=O)OC.COC(=O)OC.COC(=O)OC.COC(=O)OC.COC(=O)OC
orbital gap: 9.9932 eV

Formula: C9H24CuO11
Source: the Open Molecules 2025 dataset
Level of theory: ωB97M-V/def2-TZVPD

```
! wB97M-V def2-TZVPD RIJCOSX def2/J DEFGRID3
* xyz -1 1
Cu 23.35 -22.14 -6.56
C 22.17 -22.83 -4.00
O 23.07 -21.87 -3.96
O 21.85 -23.28 -5.19
O 21.64 -23.29 -2.97
C 25.16 -18.39 -8.58
C 24.56 -19.76 -8.59
O 23.81 -20.00 -7.39
O 24.09 -17.44 -8.56
H 25.77 -18.16 -9.46
H 25.78 -18.25 -7.69
H 25.28 -20.57 -8.63
H 23.89 -19.99 -9.43
H 23.11 -19.33 -7.43
H 24.35 -16.64 -9.01
C 25.45 -20.19 -3.89
C 26.16 -19.23 -4.81
O 27.58 -19.51 -4.98
O 25.52 -21.49 -4.38
H 24.42 -19.82 -3.85
H 25.86 -20.05 -2.88
H 26.07 -18.20 -4.46
H 25.76 -19.18 -5.82
H 27.63 -20.44 -4.74
H 24.62 -21.88 -4.07
C 26.37 -23.48 -6.85
C 27.48 -22.49 -6.70
O 28.13 -22.44 -8.02
O 25.20 -22.87 -7.44
H 25.97 -23.81 -5.88
H 26.60 -24.36 -7.45
H 28.27 -22.89 -6.07
H 27.01 -21.52 -6.52
H 28.35 -21.53 -8.22
H 25.52 -22.57 -8.30
C 18.96 -23.77 -8.23
C 19.79 -22.51 -8.06
O 21.14 -22.83 -7.70
O 18.31 -24.06 -6.99
H 19.62 -24.61 -8.44
H 18.16 -23.65 -8.95
H 19.42 -21.89 -7.24
H 19.81 -21.86 -8.95
H 21.03 -23.19 -6.79
H 18.68 -24.84 -6.56
*
```

Properties
ΔE to the lowest compared entry with this formula, charge and spin: 20.76 kJ/mol
E_HOMO: -3.0 eV
DFT total energy: -76883.4520 eV
LUMO: 2.1 eV
orbital gap: 5.1011 eV

Formula: C33H38BrN4Pt
Source: the Open Molecules 2025 dataset
Level of theory: ωB97M-V/def2-TZVPD

```
! wB97M-V def2-TZVPD RIJCOSX def2/J DEFGRID3
* xyz 3 5
Pt -0.40 -0.01 -0.29
C 5.04 1.30 0.66
C 5.11 -0.05 -0.09
C 5.06 -1.34 0.77
C 4.24 -0.10 -1.34
C 4.98 0.05 -2.51
C 4.43 -0.09 -3.78
C 3.10 -0.47 -3.89
C 2.28 -0.59 -2.79
C 0.86 -1.01 -3.11
C 0.28 -2.13 -2.25
C -0.06 0.21 -3.21
C 2.81 -0.32 -1.47
N 1.92 -0.24 -0.42
C 2.34 -0.19 0.85
C 1.47 -0.17 1.91
C 1.81 -0.17 3.31
C 0.63 -0.21 3.98
C -0.44 -0.21 3.00
N 0.08 -0.19 1.77
C -1.90 -0.27 3.33
C -2.57 1.04 2.90
C -2.10 -0.44 4.84
C -2.53 -1.46 2.60
H 5.59 1.24 1.59
H 4.04 1.67 0.88
H 5.52 2.07 0.05
H 6.12 -0.05 -0.49
H 4.15 -1.93 0.63
H 5.17 -1.12 1.83
H 5.88 -1.99 0.48
H 6.03 0.26 -2.43
H 5.04 0.03 -4.65
H 2.69 -0.67 -4.88
H 0.91 -1.43 -4.12
H 0.03 -1.75 -1.23
H 0.98 -2.95 -2.09
H -0.64 -2.53 -2.69
H -0.14 0.70 -2.22
H -1.05 -0.05 -3.57
H 0.36 0.97 -3.86
H 3.38 -0.19 1.10
H 2.81 -0.17 3.71
H 0.49 -0.23 5.04
H -2.11 1.90 3.39
H -3.62 1.02 3.17
H -2.49 1.18 1.82
H -1.70 0.39 5.40
H -1.65 -1.36 5.21
H -3.17 -0.50 5.06
H -2.40 -1.36 1.52
H -3.59 -1.51 2.82
H -2.07 -2.40 2.91
Br -6.35 -4.46 -1.66
C -5.25 -3.05 -1.40
C -3.87 -3.26 -1.15
C -3.06 -2.18 -0.95
C -3.57 -0.86 -0.99
C -4.95 -0.66 -1.25
C -5.78 -1.72 -1.45
N -2.65 0.17 -0.77
C -3.00 1.41 -0.88
C -2.07 2.49 -0.60
C -2.46 3.81 -0.71
C -1.53 4.81 -0.40
C -0.27 4.44 0.01
C 0.05 3.08 0.09
N -0.82 2.13 -0.21
H -3.49 -4.27 -1.11
H -2.01 -2.33 -0.74
H -5.38 0.33 -1.29
H -6.83 -1.58 -1.65
H -4.00 1.71 -1.17
H -3.46 4.06 -1.03
H -1.80 5.85 -0.48
H 0.48 5.18 0.26
H 1.03 2.75 0.41
*
```

Properties
ΔE to the lowest compared entry with this formula, charge and spin: 53.30 kJ/mol
E_HOMO (alpha / beta): -15.8 / -16.5 eV
DFT total energy: -114058.1362 eV
LUMO (alpha / beta): -10.1 / -12.4 eV
orbital gap (alpha / beta): 5.7408 / 4.0712 eV

Repeat the first record exactly.
Formula: C36H36BrLaN9O2SbSe5
Source: the Open Molecules 2025 dataset
Level of theory: ωB97M-V/def2-TZVPD

```
! wB97M-V def2-TZVPD RIJCOSX def2/J DEFGRID3
* xyz -2 1
La -1.78 0.18 0.09
O 0.67 1.70 3.23
C 1.88 1.12 3.43
C 2.71 1.42 4.56
C 3.90 0.79 4.79
C 4.38 -0.18 3.88
C 3.58 -0.47 2.84
C 2.31 0.07 2.60
C 1.56 -0.55 1.39
O 0.26 -0.13 1.16
N 2.55 -0.26 0.32
N 2.36 -0.86 -0.86
C 2.79 -0.30 -1.94
C 2.50 -0.81 -3.25
Br 1.78 -2.62 -3.50
C 2.55 -0.12 -4.42
C 2.15 -0.60 -5.74
C 3.03 -0.99 -6.75
C 2.54 -1.58 -7.94
C 1.17 -1.79 -8.16
C 0.29 -1.32 -7.20
C 0.77 -0.69 -6.03
H 0.25 1.16 2.55
H 2.42 2.24 5.21
H 4.49 1.11 5.66
H 5.37 -0.58 4.00
H 3.89 -1.20 2.10
H 1.59 -1.64 1.51
H 2.77 0.77 0.28
H 3.32 0.65 -2.06
H 3.08 0.85 -4.32
H 4.14 -0.92 -6.64
H 3.29 -1.94 -8.60
H 0.86 -2.34 -9.03
H -0.78 -1.46 -7.34
H 0.05 -0.38 -5.26
Se -2.06 1.02 -4.28
Sb -3.57 -0.11 -2.72
Se -2.49 -2.06 -1.81
Se -4.43 0.89 -0.50
Se -5.86 -0.41 -3.63
Se 2.80 -6.01 0.21
N 2.22 -4.96 1.54
C 1.24 -5.64 2.14
C 0.23 -5.09 3.04
C -0.66 -5.95 3.59
C -0.70 -7.34 3.29
C 0.08 -7.87 2.33
C 1.08 -7.00 1.74
N 1.79 -7.41 0.70
H 0.16 -4.00 3.15
H -1.37 -5.57 4.28
H -1.32 -7.98 3.87
H 0.06 -8.90 1.99
C -3.12 -1.32 2.19
C -3.51 -0.13 2.79
C -4.88 0.23 2.83
C -5.35 1.22 3.65
C -4.41 2.01 4.39
C -3.06 1.83 4.16
C -2.61 0.84 3.32
C -4.92 2.91 5.37
N -5.43 3.60 6.14
H -3.85 -1.86 1.60
H -2.17 -1.77 2.48
H -5.58 -0.40 2.29
H -6.41 1.33 3.73
H -2.33 2.42 4.77
H -1.50 0.68 3.34
C -0.56 3.24 0.51
N -1.16 2.69 -0.68
C -0.06 2.28 -1.58
N 0.78 3.42 -1.96
C 1.33 4.01 -0.71
N 0.31 4.42 0.21
C -0.60 5.40 -0.40
N -1.13 4.87 -1.65
C -1.99 3.70 -1.37
C -0.07 4.43 -2.53
H 0.16 2.52 0.95
H -1.30 3.52 1.26
H -0.47 1.88 -2.52
H 0.55 1.48 -1.16
H 1.93 4.89 -1.01
H 1.95 3.30 -0.20
H -0.01 6.29 -0.64
H -1.39 5.67 0.24
H -2.32 3.26 -2.31
H -2.80 3.87 -0.70
H 0.53 5.29 -2.84
H -0.51 4.02 -3.46
*
```

Properties
ΔE to the lowest compared entry with this formula, charge and spin: 179.84 kJ/mol
E_HOMO: -1.9 eV
DFT total energy: -459595.5446 eV
LUMO: 2.3 eV
orbital gap: 4.2006 eV

Which value of DFT total energy does entry 3 give?
-69195.7768 eV